93
Properties=species:S:1:pos:R:3 method="wB97M-V/def2-TZVPD" total_energy_ev=-164476.743 e_homo_ev=-7.016 e_lumo_ev=-0.913 total_charge=0 gap_ev=6.10 fmax_ev_per_a=0.71
H 1.89 -1.35 -4.18
F -0.16 -3.96 2.32
H -0.88 -2.89 -4.43
H 2.40 1.49 5.42
C -1.40 0.21 -2.33
H -6.31 -4.01 1.13
C -5.40 -3.63 1.58
H -2.56 -4.46 -0.98
C -1.02 0.44 4.29
O 3.90 1.03 0.07
C -1.50 1.53 -1.64
C 4.30 0.35 -4.16
B 0.60 -2.92 2.79
C 1.41 -1.89 -3.36
H -2.16 -2.28 3.17
H 2.52 2.98 1.40
C -2.52 -0.36 -2.92
H -1.95 0.03 3.89
H 4.71 0.77 -6.73
C 4.04 0.27 -2.80
C -0.47 -4.94 -1.04
C 2.55 3.11 2.47
N -0.64 1.76 2.25
H -3.50 0.07 -2.76
C 2.76 4.37 3.00
H -0.59 5.06 4.24
H -2.52 4.68 -2.29
Zr 0.22 0.00 0.85
H 5.17 -0.15 -4.57
C 2.39 2.03 3.33
H -0.23 -0.28 4.12
C -0.73 2.95 1.62
C -0.77 2.92 4.32
N -1.00 1.68 -0.41
H -1.68 4.94 0.02
C -2.10 3.83 -1.76
H 1.91 -2.68 -0.26
Te -2.97 -0.05 1.01
H 1.99 -1.71 -2.46
C -1.34 -2.79 -0.50
C 2.50 2.30 4.70
N -0.12 -2.26 -0.29
C -1.07 2.88 0.18
C 2.72 3.59 5.13
H 2.80 3.81 6.19
H -2.18 -2.12 -0.37
H -0.69 5.09 1.76
H 2.99 0.51 -7.03
C -3.71 -1.91 1.73
H 1.21 2.13 -2.68
C 2.34 1.70 -4.46
C 2.92 0.90 -2.29
H -5.38 -1.86 0.38
C 0.92 -3.08 -0.46
H 1.68 2.27 -5.11
Se 2.11 0.22 2.81
C -2.06 2.58 -2.35
H -0.83 2.87 5.39
H 1.42 -2.95 -3.60
H -3.18 -1.99 -4.15
C -1.61 3.98 -0.48
C -3.58 -3.87 3.13
Cl 2.22 -5.35 -1.05
C -0.69 4.15 2.29
H 3.61 2.14 -6.86
S 2.65 0.78 -0.55
O 1.51 1.69 -0.21
C -0.66 4.14 3.68
C -1.06 -2.01 -3.83
C -0.76 1.74 3.59
C -1.55 -4.11 -0.86
O 2.05 -0.57 -0.26
N -0.18 -0.30 -2.42
C 0.01 -1.39 -3.18
N 2.83 4.64 4.31
H -0.58 -5.98 -1.31
F -0.14 -1.61 2.19
H -2.44 2.41 -3.34
C 3.71 1.12 -6.49
C 3.45 1.05 -5.01
C -4.75 -4.37 2.56
H 2.87 5.22 2.34
C -4.88 -2.42 1.16
F 1.85 -2.85 2.24
F 0.54 -2.73 4.13
H -3.06 -4.44 3.89
C 0.79 -4.40 -0.84
H 4.71 -0.26 -2.14
C 2.07 1.63 -3.10
C -3.07 -2.65 2.72
H -5.15 -5.32 2.88
C -2.33 -1.50 -3.68
H -1.12 0.61 5.36